No. 1
C20H19N3O6PmS | the ωB97M-V functional and the def2-TZVPD basis

The HOMO-LUMO gap (spin up / spin down) comes out at 0.236 / 0.238 Ha. The total energy is -65191.43051 eV. The charge is +1. Its HOMO energy (spin up / spin down) is -10.60 / -10.61 eV. As for the spin multiplicity: 5. The calculation puts the lowest unoccupied orbital energy (spin up / spin down) at -4.17 / -4.13 eV.

Atoms and positions in Å:
C 1.5321 -0.6089 0.9661
N 2.7891 -0.3055 0.9057
H -2.9095 -0.5843 -1.9179
C 3.3967 0.5403 1.9627
C -2.4227 1.2028 4.1883
C -2.2571 1.4037 -5.9787
C -2.5347 -1.4516 3.5889
H -2.7635 0.6163 6.2210
H -2.8606 -1.8227 5.6691
N 0.4016 -0.8736 0.9841
H -0.1585 -0.5017 -5.9853
C -2.2840 0.7346 2.8867
H -3.4090 1.0496 -3.6765
H 3.5963 2.2287 -0.7412
O -2.6389 -3.7899 3.9510
H -0.7316 0.9466 -7.0622
H 0.3990 -2.0555 -4.1978
C 3.6775 1.9322 1.4112
H 2.7141 0.5696 2.8088
C -2.5599 -2.8423 3.0502
C -1.1790 -1.4189 -2.9003
C 4.3125 1.8692 0.0008
C -2.2515 -0.5314 -2.7759
C -2.6390 0.2847 5.1988
H 5.1743 2.5317 -0.0544
H -2.6541 -4.6603 3.5144
C -2.5722 0.3705 -3.7718
H 3.8521 -1.5398 -0.4452
C -1.8243 0.4079 -4.9401
C 4.7344 0.4484 -0.3751
C -2.0308 1.6566 1.6894
O -3.2447 2.0677 -5.8536
O -1.7513 2.8050 1.8997
H 5.1666 0.4275 -1.3751
S -0.7969 -2.6193 -1.6604
C -2.6962 -1.0790 4.9024
C 3.5440 -0.4982 -0.3633
N -2.3451 -0.5616 2.6133
H -2.3598 2.2673 4.3683
O -2.1244 1.0403 0.5345
C -0.4296 -1.3710 -4.0765
C -0.7564 -0.4751 -5.0800
H 4.3300 2.4519 2.1138
O -1.5029 1.5238 -7.0892
H 2.7427 2.4923 1.3752
H 4.3073 0.0440 2.2931
H 5.5091 0.0853 0.3041
O -2.4996 -3.0459 1.8459
H 2.8732 -0.2708 -1.1927
Pm -1.8645 -1.0913 0.2657


No. 2
C6H14ClN2P | the ωB97M-V functional and the def2-TZVPD basis

The HOMO-LUMO gap (spin up / spin down) comes out at 0.246 / 0.323 Ha. The total energy is -31237.80263 eV. Its HOMO energy (spin up / spin down) is -6.76 / -8.64 eV. The calculation puts the relative energy (zero: lowest compared OMol25 entry of this formula, charge and spin) at 53.2 kcal/mol. As for the spin multiplicity: 1. The calculation puts the lowest unoccupied orbital energy (spin up / spin down) at -0.06 / 0.15 eV.

Atoms and positions in Å:
P -3.2072 -0.0903 0.8839
H 1.6454 2.0937 -0.7334
C 0.2355 0.6344 -0.0400
Cl -3.8590 0.2065 -0.9703
H -1.4932 0.8901 1.9550
C -1.0390 1.5580 0.1253
H -1.5226 1.7347 -0.9184
N -2.0001 1.1233 1.0891
H 1.8284 0.1432 1.3373
H -1.5872 -3.4850 0.4381
H 1.1008 1.6003 1.6857
H -0.9817 -0.5096 -1.5747
H 0.1852 -3.2864 0.1103
C 1.1117 1.2126 -1.0950
H -0.7090 2.4715 0.6259
H 0.4369 1.4067 -1.8974
C -0.3902 -0.7052 -0.6456
C 0.8836 0.6094 1.3693
N -0.9247 -1.5957 0.2482
H 0.4586 -1.1645 -1.1997
H 0.2196 0.0612 2.0669
C -0.8299 -3.0131 -0.2267
H 1.7857 0.4826 -1.5590
H -0.9056 -3.3283 -1.2135